ORCA calculation (the ωB97M-V functional and the def2-TZVPD basis) on 5 unconnected molecules or ions with the total composition C26H66N9O9P3.

Computed properties:
Spin multiplicity: 1
SMILES: CN(C)P(=O)(N(C)C)N(C)C.CN(C)P(=O)(N(C)C)N(C)C.CN(C)P(=O)(N(C)C)N(C)C.C[C@H]1COC(=O)O1.C[C@H]1COC(=O)O1
Energy in hartree: -3224.23421
Kohn-Sham gap in Eh: 0.309
E_HOMO in eV: -7.761

Each line ends with the Mulliken charge.
CARTESIAN COORDINATES (ANGSTROEM)
C1 0.196 1.988 2.257  -1.36
C2 -0.291 2.067 0.877  0.48
C3 0.019 0.988 -0.093  -0.45
O1 -1.154 0.911 -0.909  -0.30
C4 -2.139 1.385 -0.218  0.69
O2 -3.309 1.379 -0.597  -0.61
O3 -1.696 1.964 0.860  -0.32
H1 1.275 1.921 2.403  0.37
H2 -0.167 1.082 2.742  0.33
H3 -0.170 2.922 2.683  0.33
H4 -0.094 3.078 0.521  0.24
H5 0.144 0.004 0.359  0.30
H6 0.889 1.282 -0.681  0.30
C5 -9.021 5.531 -5.277  -1.34
C6 -10.445 6.236 -5.818  0.26
C7 -10.273 6.609 -7.262  -0.39
O4 -10.836 5.439 -7.875  -0.32
C8 -11.572 4.786 -6.975  0.69
O5 -12.310 3.852 -7.117  -0.56
O6 -11.531 5.370 -5.829  -0.35
H7 -9.324 4.949 -4.407  0.37
H8 -8.274 6.233 -4.908  0.42
H9 -8.373 4.925 -5.911  0.33
H10 -10.611 7.085 -5.155  0.34
H11 -9.207 6.648 -7.485  0.31
H12 -10.833 7.519 -7.477  0.26
O7 0.738 11.176 6.197  -0.78
P1 -0.278 11.339 7.250  0.37
N1 -1.839 10.576 7.023  0.23
C9 -2.802 10.052 7.972  -0.95
C10 -2.387 10.516 5.645  -1.11
N2 -0.637 12.895 7.850  0.08
C11 -1.848 13.074 8.689  -1.11
C12 0.444 13.943 7.946  -1.04
N3 0.377 10.462 8.647  0.23
C13 0.794 9.032 8.500  -1.05
C14 0.953 11.334 9.659  -1.02
H13 -2.376 9.139 8.390  0.17
H14 -3.710 9.860 7.402  0.45
H15 -2.940 10.783 8.769  0.32
H16 -2.842 11.497 5.511  0.33
H17 -3.092 9.695 5.506  0.46
H18 -1.527 10.492 4.976  0.31
H19 -2.739 12.829 8.110  0.31
H20 -1.861 12.377 9.527  0.36
H21 -1.837 14.068 9.135  0.38
H22 1.183 13.679 7.190  0.32
H23 -0.011 14.903 7.702  0.40
H24 0.970 14.131 8.882  0.37
H25 1.814 8.768 8.778  0.38
H26 0.158 8.316 9.022  0.31
H27 0.608 8.706 7.477  0.31
H28 1.093 10.883 10.641  0.40
H29 0.348 12.229 9.810  0.18
H30 1.886 11.715 9.243  0.38
O8 -0.990 -7.158 -8.567  -0.80
P2 -2.197 -6.822 -7.692  0.49
N4 -2.705 -5.115 -7.804  0.29
C15 -1.789 -4.074 -8.215  -1.02
C16 -4.123 -4.645 -7.709  -1.04
N5 -1.892 -6.762 -5.979  0.27
C17 -2.820 -6.303 -4.912  -1.06
C18 -0.485 -6.812 -5.590  -1.19
N6 -3.661 -7.658 -7.826  0.26
C19 -4.268 -7.994 -9.131  -1.05
C20 -4.294 -8.402 -6.701  -1.08
H31 -2.260 -3.589 -9.069  0.32
H32 -0.770 -4.461 -8.210  0.26
H33 -1.720 -3.243 -7.513  0.34
H34 -4.828 -5.438 -7.456  0.24
H35 -4.415 -4.199 -8.659  0.33
H36 -4.089 -3.934 -6.883  0.34
H37 -3.887 -6.335 -5.132  0.25
H38 -2.904 -6.845 -3.970  0.39
H39 -2.802 -5.227 -4.738  0.33
H40 0.195 -7.383 -6.221  0.34
H41 -0.144 -5.824 -5.281  0.34
H42 -0.378 -7.482 -4.738  0.40
H43 -3.872 -7.328 -9.898  0.33
H44 -4.122 -9.027 -9.449  0.32
H45 -5.344 -7.849 -9.041  0.39
H46 -4.734 -9.322 -7.086  0.38
H47 -5.099 -7.767 -6.329  0.31
H48 -3.645 -8.700 -5.878  0.33
O9 6.764 -9.267 0.246  -0.81
P3 7.852 -8.576 0.968  0.46
N7 8.242 -9.434 2.401  0.16
C21 7.251 -10.299 3.158  -0.88
C22 9.357 -8.967 3.323  -1.02
N8 7.554 -6.961 1.684  0.28
C23 8.580 -6.107 2.197  -1.04
C24 6.187 -6.657 2.181  -1.16
N9 9.387 -8.396 0.120  0.18
C25 9.583 -7.412 -1.013  -1.05
C26 10.048 -9.747 -0.080  -1.12
H49 7.793 -10.897 3.890  0.32
H50 6.709 -10.987 2.508  0.28
H51 6.465 -9.583 3.399  0.27
H52 10.222 -8.618 2.759  0.33
H53 9.680 -9.738 4.023  0.38
H54 9.063 -8.160 3.995  0.30
H55 8.295 -5.056 2.233  0.40
H56 8.964 -6.294 3.199  0.25
H57 9.490 -6.105 1.596  0.30
H58 6.142 -6.400 3.239  0.38
H59 5.694 -5.955 1.509  0.33
H60 5.505 -7.508 2.203  0.34
H61 10.594 -7.325 -1.412  0.32
H62 8.979 -7.874 -1.794  0.40
H63 9.169 -6.436 -0.762  0.33
H64 9.810 -10.506 0.666  0.37
H65 11.086 -9.570 0.201  0.38
H66 10.039 -10.086 -1.116  0.33